Here is 2 unconnected molecules or ions with the total composition C4H12O3 in a non-equilibrium geometry from the Open Molecules 2025 dataset. Energies are from ωB97M-V/def2-TZVPD.

Calculated values
- SMILES: OCCCCO.O
- Orbital gap: 10.6 eV
- Energy relative to the best compared isomer or geometry (same formula, charge and spin): 1.046 eV

CARTESIAN COORDINATES (ANGSTROEM)
1 O 0.8434 -1.2090 2.0495
2 C -0.5722 -1.0085 2.2637
3 C -1.0729 0.0960 1.3389
4 C -0.9224 -0.1574 -0.1312
5 C -0.7457 1.0866 -1.0060
6 O -0.5021 0.7493 -2.3718
7 H 1.0975 -1.1642 1.1344
8 H -0.5542 -0.7812 3.3256
9 H -1.0471 -1.9730 2.0459
10 H -0.4323 0.9418 1.6326
11 H -2.0355 0.4650 1.7149
12 H -0.1032 -0.7837 -0.5382
13 H -1.7844 -0.7301 -0.5012
14 H -1.6571 1.6815 -0.8961
15 H 0.0866 1.6606 -0.5797
16 H 0.3850 1.0715 -2.4733
17 O 2.8041 0.0729 -2.6518
18 H 3.2707 0.7449 -2.1482
19 H 2.9418 -0.7631 -2.2079

Atom charges from the Löwdin analysis, given in e for atoms 1 to 8: -0.095, -0.236, -0.202, -0.208, -0.273, -0.054, 0.047, 0.116